(1)
Entry from OMol25: the ion C5H7N6 with charge +1 at a distorted geometry (ωB97M-V/def2-TZVPD).

Atoms and positions in Å:
C1 3.480 -0.601 -0.120
C2 1.365 -0.360 0.046
C3 1.922 0.930 0.014
C4 -0.068 -0.385 0.065
C5 -2.024 1.129 -0.200
N1 2.346 -1.288 0.002
N2 1.279 2.119 0.155
N3 0.056 2.057 0.034
N4 3.276 0.733 -0.090
N5 -0.563 0.846 -0.039
N6 -0.767 -1.507 0.159
H1 4.506 -1.161 -0.073
H2 -2.567 0.505 0.444
H3 -2.321 2.023 0.323
H4 -2.376 1.197 -1.214
H5 3.955 1.505 -0.083
H6 -0.241 -2.343 0.072
H7 -1.850 -1.680 0.086

Cartesian forces (eV/Å) of the 3 atoms listed first:
C 1.0269 -2.2965 0.9577
C 0.1920 1.5757 -0.1205
C 0.4556 -0.8601 0.4268

HOMO-LUMO gap: 9.8 eV
Net charge: +1
DFT total energy: -522.98288 hartree
SMILES string: Cn1nnc2[nH]cnc2c1=[NH2+]
Energy above the lowest of the compared OMol25 structures with the same formula, charge and spin: 160.1 kJ/mol

=====

(2)
Entry from OMol25: a cluster of 2 separate species, C3H8NO2S3 in total at a distorted geometry (ωB97M-V/def2-TZVPD).

Atoms and positions in Å:
C1 -1.521 -2.470 0.644
C2 1.027 2.052 -1.654
C3 0.032 -0.342 -0.683
N1 1.197 -0.246 0.928
O1 -1.009 0.085 2.146
O2 0.056 2.110 1.274
S1 -0.651 -2.015 -0.902
S2 1.104 0.211 -1.984
S3 0.316 0.762 2.064
H1 -1.583 -1.522 1.268
H2 -0.875 -2.992 1.225
H3 -2.431 -2.956 0.251
H4 1.933 2.503 -1.838
H5 0.593 1.886 -0.589
H6 0.263 2.326 -2.440
H7 -0.590 0.529 -0.407
H8 2.140 0.079 0.695

Cartesian forces (eV/Å) of the 3 atoms listed first:
C -1.1077 3.2929 -1.5009
C -4.3551 -3.2858 0.1817
C 2.0573 0.6296 2.7378

HOMO-LUMO gap: 6.9 eV
Net charge: -1
DFT total energy: -1518.84768 hartree

=====

(3)
Entry from OMol25: a structure of composition C19H21BMoN2O2 at a distorted geometry (ωB97M-V/def2-TZVPD).

Atoms and positions in Å:
C1 -1.557 1.019 2.682
C2 -1.551 -0.458 2.835
H1 -0.571 1.473 2.836
H2 -2.283 1.559 3.290
H3 -1.739 1.104 1.569
H4 -1.030 -0.822 1.888
H5 -0.968 -0.805 3.687
H6 -2.552 -0.928 2.829
C3 -0.478 2.696 -1.517
C4 -0.114 3.537 -2.567
C5 0.125 2.970 -3.828
C6 0.002 1.592 -4.035
H7 -0.694 3.040 -0.494
H8 -0.029 4.620 -2.386
H9 0.408 3.618 -4.654
H10 0.123 1.132 -5.012
N1 -0.553 1.339 -1.745
C7 -0.307 0.742 -2.965
C8 -0.436 -0.719 -2.994
N2 -0.751 -1.315 -1.789
C9 -0.971 -2.663 -1.600
C10 -0.448 -2.956 -3.922
C11 -0.787 -3.520 -2.682
H11 -1.268 -2.972 -0.584
H12 -0.924 -4.596 -2.525
C12 -0.301 -1.577 -4.091
H13 -0.107 -1.118 -5.056
H14 -0.308 -3.621 -4.765
Mo1 -1.301 0.036 -0.406
C13 -3.441 0.057 -0.481
H15 -3.802 -0.969 -0.659
H16 -3.750 0.701 -1.319
H17 -3.871 0.447 0.456
O1 1.434 -1.402 1.418
B1 0.688 -0.219 0.917
O2 1.339 0.945 1.519
C14 2.348 0.483 2.290
C15 3.071 1.221 3.220
C16 3.695 0.519 4.265
C17 3.687 -0.884 4.288
C18 3.083 -1.631 3.257
C19 2.375 -0.935 2.273
H18 3.068 2.309 3.134
H19 4.190 1.090 5.063
H20 4.169 -1.416 5.118
H21 3.087 -2.725 3.242

Cartesian forces (eV/Å) of the 3 atoms listed first:
C 0.3402 0.7557 -0.6071
C -0.0422 -1.4665 -0.5643
H -0.2707 -0.1871 -0.0043

HOMO-LUMO gap (alpha / beta): 4.3 / 4.7 eV
Net charge: +2
2S+1: 3
DFT total energy: -1089.02613 hartree

=====

Please write out number 3 again, unchanged.
Entry from OMol25: a structure of composition C19H21BMoN2O2 at a distorted geometry (ωB97M-V/def2-TZVPD).

Atoms and positions in Å:
C1 -1.557 1.019 2.682
C2 -1.551 -0.458 2.835
H1 -0.571 1.473 2.836
H2 -2.283 1.559 3.290
H3 -1.739 1.104 1.569
H4 -1.030 -0.822 1.888
H5 -0.968 -0.805 3.687
H6 -2.552 -0.928 2.829
C3 -0.478 2.696 -1.517
C4 -0.114 3.537 -2.567
C5 0.125 2.970 -3.828
C6 0.002 1.592 -4.035
H7 -0.694 3.040 -0.494
H8 -0.029 4.620 -2.386
H9 0.408 3.618 -4.654
H10 0.123 1.132 -5.012
N1 -0.553 1.339 -1.745
C7 -0.307 0.742 -2.965
C8 -0.436 -0.719 -2.994
N2 -0.751 -1.315 -1.789
C9 -0.971 -2.663 -1.600
C10 -0.448 -2.956 -3.922
C11 -0.787 -3.520 -2.682
H11 -1.268 -2.972 -0.584
H12 -0.924 -4.596 -2.525
C12 -0.301 -1.577 -4.091
H13 -0.107 -1.118 -5.056
H14 -0.308 -3.621 -4.765
Mo1 -1.301 0.036 -0.406
C13 -3.441 0.057 -0.481
H15 -3.802 -0.969 -0.659
H16 -3.750 0.701 -1.319
H17 -3.871 0.447 0.456
O1 1.434 -1.402 1.418
B1 0.688 -0.219 0.917
O2 1.339 0.945 1.519
C14 2.348 0.483 2.290
C15 3.071 1.221 3.220
C16 3.695 0.519 4.265
C17 3.687 -0.884 4.288
C18 3.083 -1.631 3.257
C19 2.375 -0.935 2.273
H18 3.068 2.309 3.134
H19 4.190 1.090 5.063
H20 4.169 -1.416 5.118
H21 3.087 -2.725 3.242

Cartesian forces (eV/Å) of the 3 atoms listed first:
C 0.3402 0.7557 -0.6071
C -0.0422 -1.4665 -0.5643
H -0.2707 -0.1871 -0.0043

HOMO-LUMO gap (alpha / beta): 4.3 / 4.7 eV
Net charge: +2
2S+1: 3
DFT total energy: -1089.02613 hartree

=====

- What is the DFT total energy in the third record?
  -1089.02613 hartree